{"formula": "C13H33CuN2O5", "method": "wB97M-V/def2-TZVPD", "elements": ["Cu", "C", "O", "H", "H", "H", "C", "O", "C", "C", "N", "C", "C", "O", "C", "H", "H", "H", "H", "H", "H", "H", "H", "H", "H", "H", "H", "H", "H", "H", "C", "O", "C", "C", "N", "C", "C", "O", "C", "H", "H", "H", "H", "H", "H", "H", "H", "H", "H", "H", "H", "H", "H", "H"], "coordinates": [[3.380214, -4.694514, 6.715617], [1.066003, -4.238043, 3.926482], [2.057568, -4.534717, 4.826851], [0.083390, -4.689254, 4.154030], [0.772789, -3.164654, 3.943206], [1.299961, -4.406132, 2.862878], [2.915341, -7.513182, 7.114995], [3.965863, -6.740776, 7.695384], [3.989616, -6.693813, 9.113416], [2.758016, -5.977857, 9.646171], [2.469322, -4.714428, 8.952629], [3.196591, -3.556946, 9.510169], [2.635029, -2.292599, 8.834768], [2.816031, -2.471221, 7.425990], [2.320336, -1.423054, 6.638468], [2.960324, -8.582038, 7.337593], [3.128071, -7.356617, 6.056013], [1.892809, -7.159144, 7.265769], [4.887640, -6.116042, 9.338164], [4.078353, -7.659780, 9.617448], [2.855939, -5.810795, 10.728866], [1.883652, -6.629741, 9.587764], [1.467151, -4.589526, 9.015436], [4.264908, -3.625289, 9.311621], [2.989122, -3.582096, 10.585515], [3.231935, -1.416476, 9.087844], [1.598755, -2.207779, 9.168982], [1.233578, -1.287648, 6.720858], [2.510931, -1.642059, 5.590713], [2.691007, -0.429692, 6.920939], [3.796547, -9.117554, 2.012044], [4.737990, -8.428420, 2.808894], [4.182190, -7.227951, 3.307906], [5.253000, -6.352957, 3.899023], [4.771866, -5.151490, 4.589857], [5.723489, -4.039203, 4.422806], [5.534691, -3.038167, 5.565697], [5.643729, -3.535681, 6.907405], [6.804129, -4.323826, 7.145681], [3.608531, -8.520057, 1.111508], [2.863594, -9.362365, 2.520690], [4.289964, -10.006840, 1.620092], [3.393430, -7.451010, 4.035659], [3.661368, -6.659875, 2.526198], [5.982229, -6.110899, 3.115361], [5.860914, -6.890865, 4.637831], [3.797750, -4.922689, 4.326678], [5.579492, -3.504544, 3.480292], [6.714427, -4.487964, 4.459603], [4.499035, -2.694440, 5.568110], [6.186672, -2.168179, 5.429789], [6.573779, -5.363839, 7.386232], [7.333218, -3.920518, 8.013778], [7.479403, -4.284795, 6.293618]], "atomic_forces_ev_per_a": [[-0.7, 0.1, -0.6], [-0.5, 1.0, 0.7], [0.9, -0.4, 0.2], [0.1, -0.6, -0.1], [0.2, 0.2, 0.0], [0.1, -0.4, 0.0], [0.3, 0.1, -1.1], [-0.3, -0.6, 0.6], [-0.1, 0.9, -0.1], [-0.3, 0.2, 0.5], [0.7, -0.8, -0.3], [-1.1, 0.0, -0.3], [1.2, -0.8, -0.3], [-0.4, -0.1, 0.6], [-1.0, 0.7, -0.2], [0.3, 0.0, 0.3], [-0.3, -0.4, 0.0], [0.2, 0.3, 0.4], [0.0, 0.0, 0.1], [0.0, -0.3, -0.4], [0.3, 0.0, 0.0], [0.0, 0.0, -0.4], [0.0, 0.4, -0.2], [0.0, -0.2, 0.0], [0.4, 0.6, 0.2], [-0.2, 0.2, 0.5], [-0.3, 0.4, -0.5], [-0.1, -0.5, 0.1], [0.2, -0.1, 0.1], [0.6, -0.2, 0.0], [0.8, 0.2, -0.9], [-0.2, 0.1, 0.2], [-0.6, 0.2, 0.2], [1.0, 0.0, 0.7], [0.0, 0.0, -0.4], [-1.0, -0.5, 1.1], [-0.5, 0.2, 0.1], [0.3, -0.7, -0.3], [0.2, 0.3, 0.4], [-0.5, 0.1, 0.1], [0.0, 0.0, 0.2], [-0.1, -0.2, 0.4], [0.1, 0.0, 0.1], [0.1, -0.1, -0.2], [-0.2, 0.1, -0.3], [-0.2, -0.5, -0.1], [-0.1, 0.3, 0.0], [0.2, 0.1, -0.1], [0.2, 0.2, -0.2], [0.1, 0.2, -0.4], [0.2, 0.0, 0.0], [-0.3, 0.0, -0.3], [0.0, 0.1, 0.0], [0.1, -0.1, 0.1]], "energy_ha": -2641.14193, "orbital_gap_ev": 7.25, "relative_energy_kj_mol": 59.8, "total_charge": 0}